No. 1
Molecular formula: C3H4O3
Method: DFT, wB97M-V/def2-TZVPD

Results
M: 88.1 g mol⁻¹
energy: -342.26423 a.u.
HOMO-LUMO gap: 9.437 eV
energy relative to the best compared isomer or geometry (same formula, charge and spin): 503.3 kJ/mol

```
! RIJCOSX wB97M-V def2-TZVPD def2/J DEFGRID3
* xyz 0 1
O 0.797 -1.178 -1.624
C 0.556 -0.174 -0.742
C -0.059 -0.422 0.531
O 1.268 -0.007 0.535
C -0.884 1.693 0.563
O -1.081 0.466 0.983
H 0.751 -2.016 -1.151
H 0.434 0.777 -1.248
H -0.206 -1.416 0.954
H -1.575 2.277 1.199
*
```

---

No. 2
Molecular formula: C3H4O3
Method: DFT, wB97M-V/def2-TZVPD

Results
M: 88.1 g mol⁻¹
energy: -342.29143 a.u.
HOMO-LUMO gap: 8.902 eV
energy relative to the best compared isomer or geometry (same formula, charge and spin): 431.9 kJ/mol

```
! RIJCOSX wB97M-V def2-TZVPD def2/J DEFGRID3
* xyz 0 1
O -0.610 0.348 -1.444
C -0.109 -0.652 -0.238
C 1.229 -0.252 0.377
O 0.533 -0.029 1.652
C -0.653 0.003 0.944
O -1.689 0.572 1.205
H -1.392 0.790 -1.033
H -0.964 -0.419 -1.949
H 1.676 0.682 0.020
H 1.979 -1.044 0.466
*
```

---

No. 3
Molecular formula: C3H4O3
Method: DFT, wB97M-V/def2-TZVPD

Results
M: 88.1 g mol⁻¹
energy: -342.39958 a.u.
HOMO-LUMO gap: 10.328 eV
energy relative to the best compared isomer or geometry (same formula, charge and spin): 148.0 kJ/mol
SMILES: O=CC(O)C=O

```
! RIJCOSX wB97M-V def2-TZVPD def2/J DEFGRID3
* xyz 0 1
O 1.693 0.403 1.461
C 1.046 -0.340 0.768
C 0.258 0.110 -0.467
O -0.010 -0.977 -1.293
C -1.023 0.734 0.066
O -2.073 0.145 -0.024
H 0.929 -1.424 0.975
H 0.844 0.873 -0.994
H -0.926 -1.244 -1.112
H -0.932 1.714 0.568
*
```

---

No. 4
Molecular formula: C3H4O3
Method: DFT, wB97M-V/def2-TZVPD

Results
M: 88.1 g mol⁻¹
energy: -342.39335 a.u.
HOMO-LUMO gap: 10.131 eV
energy relative to the best compared isomer or geometry (same formula, charge and spin): 164.3 kJ/mol
SMILES: O=CC(O)C=O

```
! RIJCOSX wB97M-V def2-TZVPD def2/J DEFGRID3
* xyz 0 1
O 0.506 -2.126 -0.497
C -0.247 -1.219 -0.259
C 0.060 0.254 -0.529
O -1.103 0.988 -0.767
C 0.817 0.655 0.734
O 0.248 1.119 1.690
H -1.219 -1.367 0.265
H 0.704 0.340 -1.408
H -1.661 0.959 0.020
H 1.894 0.396 0.751
*
```

---

No. 5
Molecular formula: C3H4O3
Method: DFT, wB97M-V/def2-TZVPD

Results
M: 88.1 g mol⁻¹
energy: -342.37502 a.u.
HOMO-LUMO gap: 10.211 eV
energy relative to the best compared isomer or geometry (same formula, charge and spin): 212.5 kJ/mol
SMILES: O=CC(O)C=O

```
! RIJCOSX wB97M-V def2-TZVPD def2/J DEFGRID3
* xyz 0 1
O -0.216 1.812 -0.839
C 0.095 0.682 -1.119
C -0.180 -0.507 -0.218
O 1.173 -0.927 -0.024
C -0.737 -0.129 1.166
O -1.016 -0.952 2.001
H 0.850 0.457 -1.911
H -0.820 -1.282 -0.676
H 1.634 -0.104 0.226
H -0.783 0.950 1.395
*
```

---

No. 6
Molecular formula: C3H4O3
Method: DFT, wB97M-V/def2-TZVPD

Results
M: 88.1 g mol⁻¹
energy: -342.35865 a.u.
HOMO-LUMO gap: 10.980 eV
energy relative to the best compared isomer or geometry (same formula, charge and spin): 255.4 kJ/mol

```
! RIJCOSX wB97M-V def2-TZVPD def2/J DEFGRID3
* xyz 0 1
O 0.079 2.688 -0.180
C 0.052 1.552 -0.179
O -2.603 0.702 -0.189
C -2.348 -0.474 -0.244
C 2.316 -0.588 0.333
O 2.618 0.577 0.334
H -3.139 -1.245 -0.183
H -1.309 -0.843 -0.355
H 1.261 -0.921 0.270
H 3.080 -1.387 0.394
*
```

---

No. 7
Molecular formula: C3H4O3S
Method: DFT, wB97M-V/def2-TZVPD

Results
M: 120.1 g mol⁻¹
energy: -740.57508 a.u.
HOMO-LUMO gap: 9.753 eV
energy relative to the best compared isomer or geometry (same formula, charge and spin): 221.9 kJ/mol

```
! RIJCOSX wB97M-V def2-TZVPD def2/J DEFGRID3
* xyz 0 1
C -2.435 -0.908 -0.050
C -0.189 -0.591 0.483
C -0.301 0.534 -0.531
O -3.494 -1.404 -0.216
O -2.167 1.740 0.931
O -1.329 -1.438 0.385
S -2.054 1.129 -0.394
H 0.680 -1.231 0.309
H -0.149 -0.182 1.500
H 0.384 1.347 -0.306
H -0.164 0.181 -1.552
*
```

---

No. 8
Molecular formula: C3H4O3S
Method: DFT, wB97M-V/def2-TZVPD

Results
M: 120.1 g mol⁻¹
energy: -740.52515 a.u.
HOMO-LUMO gap: 9.216 eV
energy relative to the best compared isomer or geometry (same formula, charge and spin): 353.0 kJ/mol

```
! RIJCOSX wB97M-V def2-TZVPD def2/J DEFGRID3
* xyz 0 1
C -0.387 0.736 -0.680
C -0.207 -0.308 0.282
C 1.002 -0.037 1.328
H -0.319 1.324 -3.049
H -0.746 1.504 0.136
H 0.702 0.990 -0.982
H 2.207 -0.660 2.579
O -0.639 -1.524 0.225
O 1.281 -1.054 2.220
O 1.824 0.880 1.162
S -1.501 0.505 -2.070
*
```

---

No. 9
Molecular formula: C3H4O3S
Method: DFT, wB97M-V/def2-TZVPD

Results
M: 120.1 g mol⁻¹
energy: -740.54792 a.u.
HOMO-LUMO gap: 9.837 eV
energy relative to the best compared isomer or geometry (same formula, charge and spin): 293.2 kJ/mol

```
! RIJCOSX wB97M-V def2-TZVPD def2/J DEFGRID3
* xyz 0 1
C -0.921 -0.145 0.783
C 0.125 0.255 0.057
C 1.313 0.971 0.513
O 0.091 -0.147 -1.305
O -1.791 -0.869 -0.052
O -1.100 -2.300 -2.018
S -1.305 -0.926 -1.653
H -1.005 -0.185 1.931
H 0.929 1.642 1.148
H 1.678 1.394 -0.362
H 1.987 0.310 0.958
*
```

---

No. 10
Molecular formula: C3H4O4Sr
Method: DFT, wB97M-V/def2-TZVPD

Results
<S²>: 0.757
M: 191.7 g mol⁻¹
energy: -448.01495 a.u.
HOMO-LUMO gap (spin up / spin down): 6.566 / 6.518 eV
energy relative to the best compared isomer or geometry (same formula, charge and spin): 60.1 kJ/mol

```
! RIJCOSX wB97M-V def2-TZVPD def2/J DEFGRID3
* xyz 1 2
O -1.734 0.462 -0.178
C -1.354 -0.021 -1.389
C -0.736 0.482 0.859
O -0.487 0.671 -1.989
O -1.182 -1.280 -1.266
C 0.258 -0.603 0.647
H -1.264 0.293 1.802
H -0.299 1.491 0.849
H 0.453 -1.640 0.910
O 1.856 -0.037 0.483
H 2.456 -0.738 0.761
Sr 2.033 0.920 -1.489
*
```

---

No. 11
Molecular formula: C3H4O5Si
Method: DFT, wB97M-V/def2-TZVPD

Results
M: 148.1 g mol⁻¹
energy: -782.43053 a.u.
HOMO-LUMO gap: 7.584 eV
energy relative to the best compared isomer or geometry (same formula, charge and spin): 0.0 kJ/mol

```
! RIJCOSX wB97M-V def2-TZVPD def2/J DEFGRID3
* xyz -2 1
C 2.319 -2.352 0.932
C 2.261 0.134 0.485
C 1.542 -1.084 1.128
O 3.031 -2.656 1.911
O 1.646 0.771 -0.376
O 2.163 -2.917 -0.153
O 3.275 0.589 1.016
O 0.017 -0.930 0.443
Si -0.294 0.275 -0.552
H 1.427 -0.955 2.186
H -1.728 0.058 -0.857
H -0.022 -0.113 -2.008
H -0.445 1.606 0.168
*
```

---

No. 12
Molecular formula: C3H4OS
Method: DFT, wB97M-V/def2-TZVPD

Results
M: 88.1 g mol⁻¹
energy: -589.82358 a.u.
HOMO-LUMO gap (spin up / spin down): 5.312 / 5.063 eV
energy relative to the best compared isomer or geometry (same formula, charge and spin): 790.5 kJ/mol

```
! RIJCOSX wB97M-V def2-TZVPD def2/J DEFGRID3
* xyz 0 1
C -0.342 0.711 0.011
C -1.297 1.450 -0.207
C 1.006 0.432 0.453
O -4.448 -1.094 -0.194
S -4.522 0.498 0.141
H 0.789 -0.204 1.420
H 1.594 1.189 0.760
H 1.486 -0.036 -0.330
H -4.672 -1.702 0.605
*
```

---

No. 13
Molecular formula: C3H4OS
Method: DFT, wB97M-V/def2-TZVPD

Results
M: 88.1 g mol⁻¹
energy: -589.96966 a.u.
HOMO-LUMO gap: 9.545 eV
energy relative to the best compared isomer or geometry (same formula, charge and spin): 406.9 kJ/mol

```
! RIJCOSX wB97M-V def2-TZVPD def2/J DEFGRID3
* xyz 0 1
C 0.910 1.084 0.682
C 0.232 -0.147 0.033
C -0.996 -1.007 0.178
O 1.298 1.175 -2.103
S 1.681 0.475 -0.872
H 0.423 1.806 1.249
H -0.823 -2.023 -0.350
H -1.661 -0.243 -0.053
H -1.065 -1.121 1.236
*
```

---

No. 14
Molecular formula: C3H4OS
Method: DFT, wB97M-V/def2-TZVPD

Results
M: 88.1 g mol⁻¹
energy: -589.96848 a.u.
HOMO-LUMO gap: 6.961 eV
energy relative to the best compared isomer or geometry (same formula, charge and spin): 410.0 kJ/mol

```
! RIJCOSX wB97M-V def2-TZVPD def2/J DEFGRID3
* xyz 0 1
C -0.339 -0.393 -0.217
C 2.112 -0.540 0.173
C -1.521 0.642 -0.003
O -0.456 -1.432 -0.697
S 3.229 0.560 0.008
H 2.382 -1.607 0.399
H -1.383 1.406 0.767
H -2.418 0.210 0.442
H -1.605 1.155 -0.873
*
```

---

No. 15
Molecular formula: C3H4OS
Method: DFT, wB97M-V/def2-TZVPD

Results
M: 88.1 g mol⁻¹
energy: -590.08535 a.u.
HOMO-LUMO gap: 8.193 eV
energy relative to the best compared isomer or geometry (same formula, charge and spin): 103.2 kJ/mol
SMILES: CC(=O)C=S

```
! RIJCOSX wB97M-V def2-TZVPD def2/J DEFGRID3
* xyz 0 1
C 0.767 0.859 -0.155
C 0.169 -0.547 -0.217
O 0.902 -1.451 -0.501
C -1.168 -0.773 0.358
S -2.496 -0.206 -0.399
H 0.104 1.678 0.012
H 1.447 0.974 -1.044
H 1.581 0.717 0.651
H -1.305 -1.251 1.293
*
```

---

No. 16
Molecular formula: C3H4OS2
Method: DFT, wB97M-V/def2-TZVPD

Results
M: 120.2 g mol⁻¹
energy: -988.28254 a.u.
HOMO-LUMO gap: 7.712 eV
energy relative to the best compared isomer or geometry (same formula, charge and spin): 130.4 kJ/mol
SMILES: CSC(=S)C=O

```
! RIJCOSX wB97M-V def2-TZVPD def2/J DEFGRID3
* xyz 0 1
C 1.471 -0.708 0.135
S -0.096 -1.456 -0.285
C -1.320 -0.245 -0.101
S -2.947 -0.537 -0.031
C -0.898 1.191 -0.143
O 0.255 1.620 -0.223
H 1.792 -0.045 -0.673
H 1.458 -0.096 1.051
H 2.049 -1.598 0.314
H -1.764 1.872 -0.044
*
```

---

No. 17
Molecular formula: C3H4OS2
Method: DFT, wB97M-V/def2-TZVPD

Results
M: 120.2 g mol⁻¹
energy: -988.11374 a.u.
HOMO-LUMO gap: 6.323 eV
energy relative to the best compared isomer or geometry (same formula, charge and spin): 573.6 kJ/mol

```
! RIJCOSX wB97M-V def2-TZVPD def2/J DEFGRID3
* xyz 0 1
C 0.080 0.394 0.054
C -0.045 -0.908 0.957
C -0.525 -0.722 -0.996
H 0.866 3.499 -0.337
H -0.589 1.156 0.219
H -0.626 -0.832 1.867
H 0.975 -1.489 1.256
O -0.959 -1.524 -0.129
S 1.573 1.328 -0.298
S -0.750 -0.901 -2.592
*
```

---

No. 18
Molecular formula: C3H4OS3
Method: DFT, wB97M-V/def2-TZVPD

Results
M: 152.3 g mol⁻¹
energy: -1386.45009 a.u.
HOMO-LUMO gap: 8.483 eV
energy relative to the best compared isomer or geometry (same formula, charge and spin): 144.1 kJ/mol
SMILES: O=C(S)CC(=S)S

```
! RIJCOSX wB97M-V def2-TZVPD def2/J DEFGRID3
* xyz 0 1
O 0.985 0.019 1.447
C 0.269 0.637 0.666
S 0.513 2.517 0.563
C -0.726 0.143 -0.230
C -0.386 -0.994 -1.169
S -0.936 -0.873 -2.735
S 0.606 -2.306 -0.388
H 1.904 2.500 0.995
H -1.483 0.715 -0.617
H -1.335 -0.521 0.513
H 0.591 -1.838 0.956
*
```

---

No. 19
Molecular formula: C3H4OS3
Method: DFT, wB97M-V/def2-TZVPD

Results
M: 152.3 g mol⁻¹
energy: -1386.49447 a.u.
HOMO-LUMO gap: 8.493 eV
energy relative to the best compared isomer or geometry (same formula, charge and spin): 27.6 kJ/mol
SMILES: O=CSCC(=S)S

```
! RIJCOSX wB97M-V def2-TZVPD def2/J DEFGRID3
* xyz 0 1
O 1.875 1.008 0.222
C 1.976 0.028 -0.470
S 0.769 -1.240 -0.646
C -0.470 -0.693 0.578
C -1.640 0.024 -0.049
S -3.061 -0.715 -0.306
S -1.389 1.685 -0.509
H 2.846 -0.172 -1.110
H -0.834 -1.616 1.068
H 0.060 -0.096 1.319
H -0.131 1.787 -0.096
*
```

---

No. 20
Molecular formula: C3H4P2
Method: DFT, wB97M-V/def2-TZVPD

Results
M: 102.0 g mol⁻¹
energy: -799.32484 a.u.
HOMO-LUMO gap: 6.432 eV
energy relative to the best compared isomer or geometry (same formula, charge and spin): 47.1 kJ/mol

```
! RIJCOSX wB97M-V def2-TZVPD def2/J DEFGRID3
* xyz 0 1
C -1.184 0.358 -0.180
C 0.022 0.378 0.473
C 1.223 -0.353 0.022
P -2.821 0.809 0.012
P -2.103 -0.530 -1.445
H 0.077 1.005 1.275
H 1.289 -0.513 -1.023
H 1.345 -1.337 0.413
H 2.151 0.183 0.453
*
```